Entry from OMol25: a 12-piece molecular cluster, C12H48O12 overall (ωB97M-V/def2-TZVPD).

The HOMO energy is -9.73 eV. The relative energy (zero: lowest compared OMol25 entry of this formula, charge and spin) is 144.1 kcal per mole. The frontier orbital gap is 9.844 eV. Its structure (SMILES) is CO.CO.CO.CO.CO.CO.CO.CO.CO.CO.CO.CO.

ORCA input file:
```
! wB97M-V def2-TZVPD RIJCOSX def2/J DEFGRID3
* xyz 0 1
C -9.5600 5.3929 -15.8590
O -9.1209 5.7260 -17.1343
H -9.0076 4.5024 -15.5591
H -9.3904 6.1977 -15.1437
H -10.6361 5.2256 -15.9053
H -9.3379 4.9686 -17.6828
C -7.8652 2.9885 -10.0820
O -7.3625 2.0102 -10.9759
H -8.8491 3.3585 -10.3704
H -7.9181 2.5595 -9.0814
H -7.1478 3.8062 -10.0126
H -6.6374 1.5804 -10.5164
C -4.7021 1.9879 -12.8782
O -3.7821 2.2201 -13.9446
H -4.7291 0.9255 -12.6359
H -4.2117 2.4186 -12.0053
H -5.6660 2.4654 -13.0545
H -4.2531 2.1131 -14.7742
C -4.8555 6.8438 -15.0047
O -5.6006 6.9355 -16.1691
H -5.0778 7.6511 -14.3068
H -5.0518 5.9432 -14.4230
H -3.7965 6.9483 -15.2407
H -6.2864 7.5860 -16.0016
C -11.9918 4.2709 -11.3636
O -11.1996 4.5324 -12.4996
H -12.2556 3.2143 -11.4080
H -11.4474 4.5336 -10.4566
H -12.9619 4.7615 -11.2843
H -11.7735 4.4194 -13.2609
C -5.4325 3.6956 -16.5408
O -5.1034 2.3528 -16.4821
H -4.7666 4.3403 -17.1144
H -6.4301 3.8020 -16.9669
H -5.4371 4.0761 -15.5194
H -5.0983 1.9828 -17.3680
C -8.9564 2.0142 -14.1894
O -8.7316 0.9351 -13.2734
H -9.6939 2.7566 -13.8844
H -7.9883 2.5010 -14.3063
H -9.2223 1.6829 -15.1933
H -8.3403 1.3121 -12.4819
C -3.8939 6.2595 -11.4204
O -4.7501 7.2668 -11.8520
H -2.9122 6.2789 -11.8937
H -3.6394 6.2493 -10.3606
H -4.3555 5.3052 -11.6743
H -5.6468 7.0190 -11.6150
C -7.7300 10.4410 -10.1348
O -8.5949 11.1503 -9.2387
H -8.0288 9.3928 -10.1307
H -7.8803 10.7328 -11.1742
H -6.6736 10.3775 -9.8739
H -8.5478 10.6631 -8.4129
C -10.2108 7.4664 -10.9954
O -9.3508 7.1779 -9.9218
H -11.2011 7.0911 -10.7373
H -10.3015 8.5184 -11.2657
H -9.9809 6.9131 -11.9060
H -9.6496 7.5948 -9.1103
C -7.6682 5.6594 -12.5519
O -7.2518 6.2365 -11.3098
H -8.1397 6.3671 -13.2338
H -6.9222 5.1432 -13.1562
H -8.5321 5.0188 -12.3749
H -8.0005 6.6873 -10.9127
C -6.2313 7.1573 -8.1543
O -5.0762 7.7831 -7.5354
H -7.1669 7.3977 -7.6495
H -6.3386 7.5122 -9.1793
H -6.2787 6.0685 -8.1759
H -4.2960 7.2295 -7.6162
*
```

Population analysis type Löwdin, resulting atomic charges in e: atom 1 (C): -0.17, atom 2 (O): -0.11, atom 3 (H): 0.07, atom 4 (H): 0.07, atom 5 (H): 0.08, atom 6 (H): 0.08, atom 7 (C): -0.12, atom 8 (O): -0.13, atom 9 (H): 0.08, atom 10 (H): 0.08, atom 11 (H): 0.07, atom 12 (H): 0.09, atom 13 (C): -0.16, atom 14 (O): -0.13, atom 15 (H): 0.08, atom 16 (H): 0.07, atom 17 (H): 0.06, atom 18 (H): 0.02, atom 19 (C): -0.19, atom 20 (O): -0.11, atom 21 (H): 0.07, atom 22 (H): 0.05, atom 23 (H): 0.09, atom 24 (H): 0.08, atom 25 (C): -0.17, atom 26 (O): -0.13, atom 27 (H): 0.08, atom 28 (H): 0.08, atom 29 (H): 0.08, atom 30 (H): 0.08, atom 31 (C): -0.16, atom 32 (O): -0.11, atom 33 (H): 0.09, atom 34 (H): 0.08, atom 35 (H): 0.06, atom 36 (H): 0.10, atom 37 (C): -0.16, atom 38 (O): -0.12, atom 39 (H): 0.05, atom 40 (H): 0.06, atom 41 (H): 0.08, atom 42 (H): 0.02, atom 43 (C): -0.17, atom 44 (O): -0.13, atom 45 (H): 0.08, atom 46 (H): 0.06, atom 47 (H): 0.07, atom 48 (H): 0.02, atom 49 (C): -0.15, atom 50 (O): -0.11, atom 51 (H): 0.04, atom 52 (H): 0.08, atom 53 (H): 0.08, atom 54 (H): 0.07, atom 55 (C): -0.13, atom 56 (O): -0.13, atom 57 (H): 0.08, atom 58 (H): 0.09, atom 59 (H): 0.07, atom 60 (H): 0.10, atom 61 (C): -0.12, atom 62 (O): -0.14, atom 63 (H): 0.06, atom 64 (H): 0.08, atom 65 (H): 0.06, atom 66 (H): 0.02, atom 67 (C): -0.14, atom 68 (O): -0.11, atom 69 (H): 0.07, atom 70 (H): 0.05, atom 71 (H): 0.08, atom 72 (H): 0.07



Entry from OMol25: C11H13CaN2O6 as an isolated structure (ωB97M-V/def2-TZVPD).

The HOMO energy is -10.53 eV. The relative energy (zero: lowest compared OMol25 entry of this formula, charge and spin) is 0.0 kcal per mole. The frontier orbital gap is 6.309 eV.

ORCA input file:
```
! wB97M-V def2-TZVPD RIJCOSX def2/J DEFGRID3
* xyz 1 1
O -0.0403 2.2939 -2.4982
C 0.0808 2.0868 -3.6205
Ca 0.7237 -1.1624 0.2916
O 0.2039 2.5238 0.6344
C 0.1936 1.4208 0.3092
C -0.7193 -1.6013 -1.7261
O -0.4747 -2.5853 -0.9103
C 2.1636 0.2947 -1.0883
O 2.9723 0.8805 -1.6641
C -1.4879 -0.4736 -1.3371
O -2.3369 0.2369 -1.7375
H -0.1835 -1.4879 -2.7036
C -2.0840 -0.2391 3.4648
N -1.0030 -0.7202 4.2909
C -1.0573 -0.3934 5.7119
C -0.1437 -1.3274 6.4618
C 1.2227 -1.2486 5.8604
N 1.1456 -1.5597 4.4245
C 2.3587 -1.9869 3.7625
C 0.1014 -1.1793 3.6651
O 0.1540 -1.2488 2.3858
H -1.7651 0.5904 2.8170
H -2.8796 0.1056 4.1319
H -2.4642 -1.0528 2.8346
H -0.7461 0.6619 5.8832
H -2.1008 -0.4936 6.0410
H -0.5394 -2.3408 6.4015
H -0.1184 -1.0375 7.5118
H 1.8980 -1.9693 6.3209
H 1.6466 -0.2335 6.0036
H 2.8192 -1.1802 3.1827
H 3.0534 -2.3254 4.5274
H 2.1456 -2.8283 3.0935
*
```

Population analysis type natural (NBO), resulting atomic charges in e: atom 1 (O): -0.55, atom 2 (C): 0.55, atom 3 (Ca): 1.74, atom 4 (O): -0.43, atom 5 (C): 0.42, atom 6 (C): -0.07, atom 7 (O): -0.83, atom 8 (C): 0.38, atom 9 (O): -0.39, atom 10 (C): 0.37, atom 11 (O): -0.44, atom 12 (H): 0.20, atom 13 (C): -0.40, atom 14 (N): -0.41, atom 15 (C): -0.20, atom 16 (C): -0.43, atom 17 (C): -0.21, atom 18 (N): -0.42, atom 19 (C): -0.40, atom 20 (C): 0.82, atom 21 (O): -0.89, atom 22 (H): 0.20, atom 23 (H): 0.22, atom 24 (H): 0.22, atom 25 (H): 0.20, atom 26 (H): 0.23, atom 27 (H): 0.22, atom 28 (H): 0.24, atom 29 (H): 0.22, atom 30 (H): 0.20, atom 31 (H): 0.19, atom 32 (H): 0.23, atom 33 (H): 0.21



Entry from OMol25: C17H15BrCl4CuGeN4O3 as an isolated structure (ωB97M-V/def2-TZVPD).

The HOMO energy is -9.74 eV. The relative energy (zero: lowest compared OMol25 entry of this formula, charge and spin) is 34.1 kcal per mole. The frontier orbital gap is 5.720 eV.

ORCA input file:
```
! wB97M-V def2-TZVPD RIJCOSX def2/J DEFGRID3
* xyz 1 1
Cu 11.6274 8.8433 5.8115
Cl 17.3515 4.6831 4.9712
C 16.2118 5.8649 5.5938
C 16.6945 7.0310 6.1963
C 15.7847 8.0204 6.5366
C 14.3957 7.8658 6.3329
O 13.6099 8.8422 6.6317
C 13.9326 6.5918 5.8643
C 12.5590 6.1956 5.7062
O 11.5278 6.8710 5.7381
C 14.8795 5.6375 5.4421
H 17.7310 7.2068 6.2588
H 16.0692 8.9704 6.9499
H 12.4384 5.0989 5.5573
H 14.5277 4.6910 4.9842
C 9.8168 13.8200 4.4270
N 10.1422 12.9023 5.5009
C 10.5483 13.4272 6.6874
C 11.1994 12.6736 7.5945
C 11.4899 11.3208 7.2161
N 11.1041 10.7776 6.0528
C 10.4716 11.5687 5.1084
O 10.1867 11.1677 4.0212
N 12.1136 10.5277 8.0884
H 9.8541 14.8308 4.8076
H 8.8133 13.6935 4.0407
H 10.5043 13.7398 3.6078
H 10.3267 14.4583 6.8630
H 11.4713 13.0351 8.5966
H 12.3763 10.9222 8.9706
H 12.7500 9.7830 7.7286
Cl 8.8082 7.0069 4.1195
Ge 7.9145 7.5523 5.9594
Cl 5.9336 6.9415 6.1855
Cl 9.1019 7.5975 7.6570
Br 6.3625 13.9454 5.8241
C 6.8173 12.1616 5.7970
C 6.7952 11.4396 6.9725
C 7.1351 10.1153 6.9489
N 7.5454 9.5059 5.7848
C 7.5456 10.2061 4.6522
C 7.2382 11.5576 4.6444
H 6.4134 11.8848 7.8592
H 7.0486 9.5055 7.8411
H 7.8990 9.7247 3.7285
H 7.2680 12.0274 3.6605
*
```

Population analysis type natural (NBO), resulting atomic charges in e: atom 1 (Cu): 0.83, atom 2 (Cl): -0.01, atom 3 (C): -0.10, atom 4 (C): -0.15, atom 5 (C): -0.29, atom 6 (C): 0.45, atom 7 (O): -0.87, atom 8 (C): -0.32, atom 9 (C): 0.45, atom 10 (O): -0.71, atom 11 (C): -0.14, atom 12 (H): 0.23, atom 13 (H): 0.22, atom 14 (H): 0.14, atom 15 (H): 0.23, atom 16 (C): -0.40, atom 17 (N): -0.44, atom 18 (C): 0.11, atom 19 (C): -0.37, atom 20 (C): 0.48, atom 21 (N): -0.71, atom 22 (C): 0.78, atom 23 (O): -0.62, atom 24 (N): -0.77, atom 25 (H): 0.21, atom 26 (H): 0.20, atom 27 (H): 0.23, atom 28 (H): 0.22, atom 29 (H): 0.24, atom 30 (H): 0.39, atom 31 (H): 0.46, atom 32 (Cl): -0.27, atom 33 (Ge): 1.54, atom 34 (Cl): -0.29, atom 35 (Cl): -0.28, atom 36 (Br): 0.19, atom 37 (C): -0.02, atom 38 (C): -0.27, atom 39 (C): 0.08, atom 40 (N): -0.61, atom 41 (C): 0.13, atom 42 (C): -0.27, atom 43 (H): 0.26, atom 44 (H): 0.24, atom 45 (H): 0.26, atom 46 (H): 0.27